The following is a quantum chemistry calculation of a structure of composition C27H35Cl3GeN6O6PReS2Te, from the OMol25 dataset.

Atoms and positions in Å:
Re1 -0.954 1.044 0.409
N1 -0.919 1.772 -1.652
C1 -0.980 3.220 -1.734
C2 -1.182 3.891 -2.904
C3 -1.210 5.302 -2.911
C4 -1.019 5.999 -1.752
C5 -0.808 5.319 -0.530
C6 -0.600 5.983 0.702
C7 -0.397 5.245 1.828
C8 -0.434 3.843 1.753
N2 -0.643 3.183 0.629
C9 -0.806 3.916 -0.526
H1 -1.711 1.365 -2.149
H2 -0.082 1.386 -2.105
H3 -1.326 3.342 -3.826
H4 -1.380 5.825 -3.841
H5 -1.033 7.081 -1.751
H6 -0.605 7.065 0.733
H7 -0.230 5.705 2.791
H8 -0.311 3.262 2.657
N3 -1.722 -4.521 5.901
C10 -1.658 -3.263 5.390
C11 -0.602 -2.402 5.740
C12 -0.529 -1.134 5.217
C13 -1.505 -0.710 4.311
C14 -2.562 -1.548 3.945
C15 -2.633 -2.812 4.481
S1 -1.420 0.886 3.676
O1 -2.747 1.216 3.131
O2 -0.819 1.802 4.585
N4 -0.493 0.809 2.289
C16 0.880 0.541 2.233
N5 1.666 0.256 3.234
C17 2.952 0.039 2.902
C18 3.411 0.095 1.601
C19 2.483 0.380 0.606
N6 1.217 0.607 0.919
H9 -1.142 -4.759 6.688
H10 -2.580 -5.039 5.823
H11 0.143 -2.734 6.452
H12 0.266 -0.463 5.510
H13 -3.335 -1.198 3.272
H14 -3.467 -3.456 4.228
H15 3.620 -0.188 3.723
H16 4.450 -0.077 1.365
H17 2.739 0.421 -0.445
O3 -1.404 -0.857 -0.024
S2 -0.625 -2.147 -0.472
C20 -1.959 -3.352 -0.592
C21 -1.399 -4.599 0.077
C22 -0.786 -4.121 1.394
C23 0.014 -2.846 1.089
H18 -2.235 -3.463 -1.638
H19 -2.787 -2.907 -0.034
H20 -0.645 -5.069 -0.558
H21 -2.191 -5.331 0.229
H22 -0.141 -4.876 1.840
H23 -1.573 -3.889 2.112
H24 1.078 -3.026 0.941
H25 -0.119 -2.062 1.837
Cl1 -4.248 3.264 1.309
Ge1 -3.224 1.401 1.077
Cl2 -4.766 -0.111 1.122
Cl3 -2.143 -0.985 -3.313
C24 2.130 1.463 -6.490
C25 1.466 1.094 -5.190
O4 2.087 -0.129 -4.700
P1 1.400 -0.966 -3.553
O5 0.994 -0.179 -2.365
Te1 -0.510 -2.173 -4.514
O6 2.405 -2.144 -3.337
C26 3.866 -1.973 -3.363
C27 4.421 -2.532 -4.646
H26 1.715 2.403 -6.855
H27 1.962 0.696 -7.243
H28 3.202 1.593 -6.350
H29 0.397 0.906 -5.328
H30 1.600 1.863 -4.428
H31 4.223 -2.516 -2.491
H32 4.101 -0.915 -3.247
H33 4.162 -3.585 -4.751
H34 5.508 -2.448 -4.638
H35 4.041 -1.980 -5.505

Values from the calculation:
Multiplicity: 1
ΔE to the lowest compared entry with this formula, charge and spin, eV: 0.3404
Charge: +2
Strongest force on any atom, eV/A: 0.4
E_tot, eV: -184252.48865
Orbital gap (spin up / spin down), eV: 7.1 / 7.1
LUMO (spin up / spin down), eV: -5.846 / -5.846

The following is a quantum chemistry calculation of a structure of composition C8H16O14RbS2 in a non-equilibrium geometry, from the OMol25 dataset.

Atoms and positions in Å:
Rb1 0.499 -1.653 -0.984
S1 1.805 -4.509 -3.699
O1 1.628 -3.482 -2.622
O2 2.566 -3.878 -4.843
O3 2.519 -5.682 -3.148
O4 0.479 -4.902 -4.270
S2 -0.052 -3.759 1.692
O5 -0.745 -3.987 0.392
O6 1.273 -3.142 1.331
O7 -0.782 -2.779 2.567
O8 0.197 -5.044 2.380
C1 0.812 0.753 3.182
C2 1.767 0.616 2.023
O9 1.704 1.919 1.341
C3 2.062 1.937 0.063
O10 2.305 0.974 -0.601
O11 2.108 3.209 -0.354
C4 2.187 3.400 -1.755
H1 -0.180 1.080 2.888
H2 1.149 1.488 3.924
H3 0.838 -0.217 3.686
H4 1.512 -0.246 1.409
H5 2.814 0.429 2.269
H6 1.656 4.321 -2.003
H7 1.604 2.623 -2.258
H8 3.217 3.419 -2.096
C5 -1.456 3.135 0.120
C6 -2.564 2.794 -0.875
O12 -3.365 1.707 -0.480
C7 -2.735 0.515 -0.422
O13 -1.656 0.290 -0.902
O14 -3.503 -0.360 0.191
C8 -2.808 -1.494 0.786
H9 -0.880 3.979 -0.256
H10 -0.799 2.272 0.210
H11 -1.915 3.343 1.086
H12 -2.164 2.664 -1.888
H13 -3.156 3.705 -1.025
H14 -3.537 -2.239 1.098
H15 -2.317 -1.261 1.736
H16 -2.088 -1.937 0.109

Values from the calculation:
Multiplicity: 1
ΔE to the lowest compared entry with this formula, charge and spin, eV: 0.0000
Charge: -3
Strongest force on any atom, eV/A: 2.0
E_tot, eV: -59544.72228
Orbital gap, eV: 2.5
LUMO, eV: 5.051

The following is a quantum chemistry calculation of a structure of composition C17H24CoN2O12 in a non-equilibrium geometry, from the OMol25 dataset.

Atoms and positions in Å:
Co1 -0.567 0.136 0.225
C1 -4.362 3.013 -1.183
C2 -5.136 2.850 0.036
C3 -4.359 2.547 1.395
O1 -5.061 2.344 2.389
C4 -2.940 2.397 1.310
C5 -2.292 2.512 0.083
C6 -3.018 2.902 -1.229
O2 -2.414 2.889 -2.370
O3 -1.017 2.282 0.084
O4 -6.366 2.949 0.050
H1 -4.895 3.241 -2.096
H2 -2.375 2.246 2.219
C7 -1.933 -2.005 0.343
O5 -0.646 -1.922 0.611
O6 -2.479 -3.016 -0.141
O7 -2.387 -0.800 0.259
C8 2.114 -2.075 3.017
C9 1.073 -1.414 3.920
O8 1.371 -0.033 4.034
C10 0.749 0.807 3.229
O9 -0.014 0.501 2.370
O10 1.206 2.069 3.446
C11 0.511 3.081 2.728
H3 1.883 -3.124 2.821
H4 3.147 -2.034 3.362
H5 2.071 -1.644 2.014
H6 1.143 -1.974 4.856
H7 0.023 -1.528 3.649
H8 -0.547 3.218 2.950
H9 0.540 3.020 1.637
H10 0.990 4.046 2.910
C12 2.673 0.297 -0.030
O11 1.459 0.314 -0.129
N1 3.353 -0.862 -0.107
C13 4.802 -0.850 -0.265
C14 2.664 -2.057 -0.579
H11 3.324 1.161 0.156
H12 5.263 -1.698 0.247
H13 5.256 -0.026 0.285
H14 5.080 -0.900 -1.319
H15 2.311 -1.841 -1.583
H16 3.276 -2.935 -0.394
H17 1.746 -2.167 0.009
C15 -0.560 0.068 -3.097
O12 -0.550 0.185 -1.899
N2 -0.388 -1.167 -3.704
C16 -0.638 -1.351 -5.106
C17 -0.129 -2.361 -2.904
H18 -0.640 0.844 -3.866
H19 0.234 -1.881 -5.507
H20 -0.752 -0.428 -5.674
H21 -1.535 -1.954 -5.275
H22 -0.842 -3.140 -3.173
H23 0.893 -2.655 -3.147
H24 -0.313 -2.078 -1.867

Values from the calculation:
Multiplicity: 4
ΔE to the lowest compared entry with this formula, charge and spin, eV: 0.0000
Expectation value of S²: 3.757
Charge: -2
Strongest force on any atom, eV/A: 3.2
E_tot, eV: -83195.32193
Orbital gap (spin up / spin down), eV: 3.9 / 3.9
LUMO (spin up / spin down), eV: 3.639 / 3.639

The following is a quantum chemistry calculation of a structure of composition InNO3, from the OMol25 dataset.

Atoms and positions in Å:
In1 -1.892 -2.339 -0.150
N1 0.501 0.587 0.038
O1 1.196 -0.398 0.079
O2 -0.729 0.439 -0.026
O3 0.924 1.712 0.059

Values from the calculation:
Multiplicity: 1
ΔE to the lowest compared entry with this formula, charge and spin, eV: 1.0950
Charge: +2
Strongest force on any atom, eV/A: 0.6
E_tot, eV: -12775.63533
Orbital gap, eV: 4.6
LUMO, eV: -17.426

The following is a quantum chemistry calculation of a structure of composition C21H41BClF4IN4O6P4S2 in a non-equilibrium geometry, from the OMol25 dataset.

Atoms and positions in Å:
C1 3.183 4.803 3.973
C2 3.524 4.074 2.593
O1 2.786 2.818 2.613
C3 3.515 1.744 2.046
N1 2.494 0.818 1.375
I1 1.426 0.373 3.202
C4 3.110 -0.497 0.996
C5 4.578 -0.429 0.426
C6 2.109 -1.454 0.189
C7 2.675 -2.898 0.008
C8 2.372 -3.787 1.322
C9 1.684 -5.173 0.921
O2 1.346 -5.954 2.059
C10 0.225 -5.411 2.777
C11 1.447 -0.737 -1.079
C12 0.615 -1.782 -1.911
P1 2.767 -0.184 -2.372
O3 1.951 0.042 -3.850
Cl1 4.037 -1.806 -2.812
C13 0.714 0.570 -0.570
C14 0.123 1.515 -1.722
C15 -1.157 1.030 -2.485
C16 -1.763 2.326 -3.211
S1 -3.315 1.936 -4.129
C17 -4.238 0.670 -3.197
S2 -4.418 -0.843 -3.847
N2 -4.760 0.995 -1.914
C18 -4.352 2.070 -1.080
C19 -5.108 2.049 0.151
N3 -5.967 0.915 0.035
C20 -5.752 0.332 -1.132
P2 -0.826 0.296 0.569
P3 -1.882 -1.560 0.339
O4 -3.087 -1.425 1.216
O5 -1.056 -2.901 0.977
O6 -2.501 -1.869 -1.198
C21 1.666 1.520 0.352
P4 2.545 2.908 -0.636
N4 1.643 4.235 -0.619
H1 2.425 5.617 3.813
H2 2.696 4.045 4.651
H3 4.102 5.157 4.508
H4 3.071 4.695 1.762
H5 4.626 3.955 2.440
H6 3.933 1.156 2.921
H7 4.383 2.028 1.418
H8 3.233 -1.060 1.970
H9 4.883 -1.226 -0.282
H10 5.304 -0.447 1.289
H11 4.746 0.560 -0.101
H12 1.245 -1.581 0.918
H13 3.799 -2.966 -0.082
H14 2.278 -3.510 -0.836
H15 1.806 -3.229 2.110
H16 3.351 -4.091 1.802
H17 2.486 -5.749 0.369
H18 0.836 -5.005 0.198
H19 -0.091 -6.182 3.526
H20 0.545 -4.507 3.372
H21 -0.620 -5.179 2.073
H22 1.287 -2.307 -2.655
H23 0.250 -2.624 -1.248
H24 -0.262 -1.420 -2.486
H25 2.374 -0.514 -4.537
H26 0.845 1.804 -2.527
H27 -0.192 2.460 -1.182
H28 -0.822 0.383 -3.348
H29 -1.999 0.607 -1.898
H30 -1.014 2.642 -3.987
H31 -1.879 3.178 -2.494
H32 -3.564 2.836 -1.284
H33 -5.042 2.723 1.035
H34 -6.193 -0.578 -1.588
H35 -1.820 1.265 0.170
H36 -1.149 -3.624 0.322
H37 -2.511 -2.840 -1.308
H38 0.919 2.128 0.949
H39 2.754 2.586 -2.002
H40 3.795 3.332 -0.118
H41 0.790 4.085 -0.076
B1 -9.592 0.414 0.411
F1 -10.924 -0.075 0.518
F2 -8.874 -0.368 -0.547
F3 -9.617 1.774 -0.012
F4 -8.950 0.322 1.677

Values from the calculation:
Multiplicity: 1
Strongest force on any atom, eV/A: 5.0
E_tot, eV: -131680.01070
Orbital gap, eV: 4.4
LUMO, eV: -4.014

The following is a quantum chemistry calculation of an isolated molecule of C6H10P2 in a non-equilibrium geometry, from the OMol25 dataset.

Atoms and positions in Å:
H1 1.644 4.622 -0.032
P1 0.696 3.902 -0.667
C1 0.656 2.521 0.168
C2 -0.363 1.507 -0.405
C3 -0.967 0.417 0.496
C4 -0.082 -0.742 0.392
C5 -0.391 -1.932 0.053
C6 0.721 -2.973 0.056
P2 -0.949 1.720 -1.978
H2 -1.588 0.471 -1.780
H3 1.035 2.170 1.137
H4 -1.076 0.739 1.500
H5 -1.966 0.106 0.061
H6 0.976 -0.661 0.703
H7 -1.429 -2.111 -0.045
H8 0.761 -3.797 -0.646
H9 0.673 -3.368 1.075
H10 1.649 -2.590 -0.089

Values from the calculation:
Multiplicity: 1
ΔE to the lowest compared entry with this formula, charge and spin, eV: 2.0936
Structure (SMILES): [H]/P=C/C(C/C=C/C)=P/[H]
Strongest force on any atom, eV/A: 3.9
E_tot, eV: -24957.42650
Orbital gap, eV: 7.6
LUMO, eV: -0.695

Question: The highest multiplicity belongs to which entry?
Answer: C17H24CoN2O12

Question: Number 5 is which compound?
Answer: C21H41BClF4IN4O6P4S2

Question: The highest strongest force on any atom belongs to which entry?
Answer: C21H41BClF4IN4O6P4S2

Please write out number 3 again, unchanged.
The following is a quantum chemistry calculation of a structure of composition C17H24CoN2O12 in a non-equilibrium geometry, from the OMol25 dataset.

Atoms and positions in Å:
Co1 -0.567 0.136 0.225
C1 -4.362 3.013 -1.183
C2 -5.136 2.850 0.036
C3 -4.359 2.547 1.395
O1 -5.061 2.344 2.389
C4 -2.940 2.397 1.310
C5 -2.292 2.512 0.083
C6 -3.018 2.902 -1.229
O2 -2.414 2.889 -2.370
O3 -1.017 2.282 0.084
O4 -6.366 2.949 0.050
H1 -4.895 3.241 -2.096
H2 -2.375 2.246 2.219
C7 -1.933 -2.005 0.343
O5 -0.646 -1.922 0.611
O6 -2.479 -3.016 -0.141
O7 -2.387 -0.800 0.259
C8 2.114 -2.075 3.017
C9 1.073 -1.414 3.920
O8 1.371 -0.033 4.034
C10 0.749 0.807 3.229
O9 -0.014 0.501 2.370
O10 1.206 2.069 3.446
C11 0.511 3.081 2.728
H3 1.883 -3.124 2.821
H4 3.147 -2.034 3.362
H5 2.071 -1.644 2.014
H6 1.143 -1.974 4.856
H7 0.023 -1.528 3.649
H8 -0.547 3.218 2.950
H9 0.540 3.020 1.637
H10 0.990 4.046 2.910
C12 2.673 0.297 -0.030
O11 1.459 0.314 -0.129
N1 3.353 -0.862 -0.107
C13 4.802 -0.850 -0.265
C14 2.664 -2.057 -0.579
H11 3.324 1.161 0.156
H12 5.263 -1.698 0.247
H13 5.256 -0.026 0.285
H14 5.080 -0.900 -1.319
H15 2.311 -1.841 -1.583
H16 3.276 -2.935 -0.394
H17 1.746 -2.167 0.009
C15 -0.560 0.068 -3.097
O12 -0.550 0.185 -1.899
N2 -0.388 -1.167 -3.704
C16 -0.638 -1.351 -5.106
C17 -0.129 -2.361 -2.904
H18 -0.640 0.844 -3.866
H19 0.234 -1.881 -5.507
H20 -0.752 -0.428 -5.674
H21 -1.535 -1.954 -5.275
H22 -0.842 -3.140 -3.173
H23 0.893 -2.655 -3.147
H24 -0.313 -2.078 -1.867

Values from the calculation:
Multiplicity: 4
ΔE to the lowest compared entry with this formula, charge and spin, eV: 0.0000
Expectation value of S²: 3.757
Charge: -2
Strongest force on any atom, eV/A: 3.2
E_tot, eV: -83195.32193
Orbital gap (spin up / spin down), eV: 3.9 / 3.9
LUMO (spin up / spin down), eV: 3.639 / 3.639